C2H3NP2 in the gas phase, computed with wB97M-V/def2-TZVPD.

Each line ends with the Mulliken charge.
Atoms and positions in Å:
C  -0.292  -1.101  0.018  -0.24
H  -0.774  -2.000  -0.190  0.36
H  -2.401  1.622  0.213  0.39
N  -1.200  -0.247  0.062  -0.20
P  1.502  -0.988  0.074  0.00
H  3.187  0.903  -0.365  0.03
C  -1.754  0.799  0.198  -0.14
P  1.733  1.011  -0.010  -0.20

## Properties
Spin multiplicity ... 1
HOMO energy ... -0.279 hartree
Gap between HOMO and LUMO ... 7.1 eV
Relative energy (zero: lowest compared OMol25 entry of this formula, charge and spin) ... 275.2 kJ/mol

---

C3H2N2OS2 in the gas phase, computed with wB97M-V/def2-TZVPD.

Each line ends with the Mulliken charge.
Atoms and positions in Å:
C  0.599  1.177  0.101  -0.04
O  0.731  -1.205  0.040  -0.23
S  -3.005  0.018  -0.147  -0.33
S  3.012  0.011  -0.138  -0.21
N  -0.677  -1.111  0.153  -0.08
C  -1.394  0.072  0.034  0.19
H  -1.051  -2.093  0.396  0.28
H  1.134  2.094  0.120  0.43
C  1.410  0.054  0.123  0.38
N  -0.715  1.304  0.159  -0.38

## Properties
Spin multiplicity ... 1
HOMO energy ... -0.332 hartree
Gap between HOMO and LUMO ... 6.7 eV
Relative energy (zero: lowest compared OMol25 entry of this formula, charge and spin) ... 279.1 kJ/mol

---

A molecular structure, C2H8O2S2Si, computed with wB97M-V/def2-TZVPD.

Each line ends with the Mulliken charge.
Atoms and positions in Å:
H  2.982  0.882  1.095  0.21
H  -2.021  0.723  2.645  0.14
C  2.043  0.651  0.385  -0.50
H  2.463  -0.271  -0.050  0.21
H  -0.598  2.130  -1.786  0.16
H  0.523  -1.992  -0.871  0.21
O  -0.873  -0.529  -0.942  -0.20
C  -0.573  -1.845  -0.957  -0.50
H  -1.052  -2.157  0.015  0.22
H  1.879  1.361  -0.439  0.21
H  -1.066  -2.445  -1.756  0.23
O  0.977  0.519  1.291  -0.52
S  -2.401  0.007  1.708  -0.25
S  -1.265  2.409  -0.629  -0.29
Si  -1.017  0.558  0.292  0.69

## Properties
Spin multiplicity ... 1
HOMO energy ... -0.332 hartree
Gap between HOMO and LUMO ... 9.3 eV
Relative energy (zero: lowest compared OMol25 entry of this formula, charge and spin) ... 153.1 kJ/mol

---

A molecular structure, C26H31BrCrIN8O3S3, computed with wB97M-V/def2-TZVPD.

Each line ends with the Mulliken charge.
Atoms and positions in Å:
C  0.400  3.762  1.195  -0.08
H  1.344  -0.212  1.771  0.06
H  -1.687  4.073  3.804  0.50
C  3.078  1.904  -1.850  0.20
C  -0.429  -0.833  5.657  -1.05
C  -3.223  1.904  -0.533  -0.95
N  1.769  1.901  -1.687  1.69
H  -0.615  -2.953  -0.948  0.19
H  1.788  4.164  -4.162  0.47
H  -0.840  -0.597  8.226  0.20
H  -0.836  4.339  -4.082  0.48
N  1.681  0.115  0.868  -0.15
Cr  0.348  0.975  -0.389  -0.18
C  -1.591  -0.395  6.321  1.15
C  -1.096  3.708  -3.248  -0.40
C  -1.542  -0.614  3.543  -0.62
O  -2.877  -0.948  1.342  -0.75
H  1.115  -6.852  -3.759  0.42
H  -4.227  2.005  -0.942  0.58
H  -3.191  2.455  0.410  0.18
C  -2.728  -0.072  5.555  -1.00
N  -0.928  0.596  1.143  0.56
C  2.620  -3.929  -2.990  0.43
C  1.166  2.790  -2.568  -0.25
C  -0.795  1.827  1.680  -0.07
C  -1.158  3.626  2.970  -0.47
H  -2.144  -1.007  -0.884  0.16
H  2.625  0.474  0.945  0.31
H  5.065  1.209  -1.512  0.54
H  -3.583  0.055  3.606  0.49
S  -1.539  -0.777  1.828  1.41
Br  3.971  -3.321  -1.800  -0.14
N  -1.615  -0.286  7.669  -0.46
C  -0.238  4.388  2.240  -0.95
C  -2.220  2.458  -1.487  0.26
C  -1.149  -2.656  -1.851  -1.12
C  2.011  -3.100  -3.922  0.07
C  -2.703  -0.181  4.187  -0.20
H  2.782  -5.912  -2.203  0.44
H  -2.218  -0.953  -2.650  0.36
H  -2.029  -3.295  -1.933  0.50
C  1.360  -5.800  -3.807  -0.57
C  0.762  -4.982  -4.754  -0.55
H  1.122  4.259  0.559  0.54
C  -1.594  -1.218  -1.796  -0.13
C  -0.280  2.945  -2.480  -0.67
H  2.468  -1.371  -0.270  0.21
H  0.045  -5.388  -5.455  0.41
H  -2.467  -0.063  8.150  0.20
S  -2.704  3.540  -2.712  -0.14
H  4.131  1.414  -0.051  0.24
C  -0.412  -0.946  4.288  -0.26
C  4.068  1.088  -1.091  -1.19
N  0.145  2.475  0.944  0.40
N  1.585  -0.880  -0.144  -0.16
C  1.086  -3.637  -4.812  -0.61
O  -0.539  -1.762  1.443  -0.93
H  -3.634  0.249  6.054  0.33
H  0.853  -1.528  0.161  0.26
H  -3.035  0.859  -0.308  0.13
N  -0.922  2.232  -1.489  0.89
H  0.626  -2.999  -5.555  0.41
S  3.616  2.947  -3.079  -0.12
C  2.293  -5.277  -2.928  -0.44
O  -0.453  -0.300  -1.801  0.46
H  -0.046  5.420  2.488  0.46
I  2.410  -1.056  -4.078  0.18
H  -0.520  -2.850  -2.723  0.16
H  3.814  0.031  -1.162  0.08
C  2.019  3.435  -3.402  -0.57
H  0.187  -0.580  -2.479  -0.25
H  0.470  -1.341  3.798  0.40
H  0.443  -1.113  6.234  0.31
N  -1.460  2.364  2.698  -0.30

## Properties
Spin multiplicity ... 2
HOMO energy (alpha / beta) ... -0.462 / -0.461 hartree
Net charge ... +2
Gap between HOMO and LUMO (alpha / beta) ... 6.3 / 6.8 eV
Relative energy (zero: lowest compared OMol25 entry of this formula, charge and spin) ... 0.0 kJ/mol

---

A molecular structure, C11H18O3PRuS3SbSe4, computed with wB97M-V/def2-TZVPD.

Each line ends with the Mulliken charge.
Atoms and positions in Å:
C  -2.023  4.264  -4.475  -0.49
H  -5.517  -3.064  1.419  0.37
C  -0.534  5.756  -3.308  -0.62
H  -0.145  6.752  -3.143  0.39
O  -3.520  -3.434  -1.256  -0.44
H  -1.891  2.162  -0.642  0.38
Se  2.239  0.006  0.066  -0.23
C  -0.022  4.690  -2.584  -0.20
S  -1.365  -1.923  0.140  -0.49
Ru  0.271  -1.145  -1.686  0.77
P  -1.957  -3.123  -1.328  1.21
H  -4.595  -4.781  -0.166  0.32
H  -0.208  -6.551  0.269  0.31
H  -0.523  1.465  0.300  0.24
O  -0.423  0.815  -2.510  -0.86
C  -5.041  -2.759  0.485  -1.05
S  -1.480  -2.440  -3.114  -0.54
Se  5.355  2.395  0.428  -0.45
H  -1.918  6.377  -4.822  0.37
H  0.481  -4.544  -1.947  0.28
H  -1.880  2.176  -3.915  0.39
H  0.761  4.831  -1.848  0.07
O  -1.387  -4.602  -1.078  -0.34
C  0.253  -6.286  -0.683  -1.35
Sb  3.527  1.909  -1.194  0.29
H  -2.790  4.100  -5.221  0.37
H  0.449  -4.185  -0.216  0.34
C  -0.542  3.421  -2.807  0.30
H  -3.294  -3.994  0.738  0.38
C  0.027  -4.827  -0.993  -0.16
C  -0.839  2.261  -0.375  -0.78
Se  2.679  -1.766  -1.459  -0.53
H  -0.168  -6.921  -1.463  0.31
S  0.137  2.068  -1.863  0.92
H  -4.498  -1.830  0.657  0.23
C  -1.531  5.543  -4.252  -0.41
C  -1.531  3.188  -3.749  -0.47
H  -0.603  3.231  0.053  0.40
Se  2.468  3.773  0.060  -0.53
H  -5.817  -2.578  -0.260  0.28
C  -4.088  -3.831  0.006  -0.33
H  1.324  -6.482  -0.615  0.39

## Properties
Spin multiplicity ... 6
HOMO energy (alpha / beta) ... -0.150 / -0.169 hartree
Net charge ... -1
Gap between HOMO and LUMO (alpha / beta) ... 6.5 / 6.2 eV
Relative energy (zero: lowest compared OMol25 entry of this formula, charge and spin) ... 0.0 kJ/mol

---

A molecular structure, C63H79CoGeN3O12P2, computed with wB97M-V/def2-TZVPD.

Each line ends with the Mulliken charge.
Atoms and positions in Å:
C  4.150  -0.805  -3.187  -0.73
H  1.218  5.518  0.620  0.74
H  4.202  5.152  1.813  0.36
C  0.937  -6.395  1.596  -1.81
H  -1.981  -3.691  0.147  0.42
C  -0.479  6.237  -2.299  -1.58
H  -4.302  0.996  3.754  0.46
H  2.264  -5.874  -3.335  0.40
H  -3.732  -4.718  0.378  0.28
C  -0.332  4.099  -1.130  0.81
H  0.836  1.067  -7.673  0.34
H  3.026  0.022  3.059  0.67
H  3.365  0.559  -1.758  0.13
C  -0.431  3.321  0.166  1.65
C  -0.497  5.461  -1.140  0.02
C  3.788  -0.422  -1.918  -0.20
C  -0.073  -1.326  -5.444  -0.20
C  -1.300  0.320  5.167  -1.02
H  -1.152  2.626  -2.464  -0.98
H  -3.062  5.601  1.335  0.36
C  0.672  -0.886  2.443  -0.92
C  -0.074  -0.875  -2.886  -0.69
H  3.964  -0.136  -4.017  0.42
C  -3.819  -0.878  -3.356  1.00
H  -0.308  6.185  -4.443  0.32
H  1.684  6.656  2.712  0.40
H  4.650  4.714  -0.680  0.39
H  5.063  -2.329  -4.400  0.35
C  -0.214  -4.767  -3.838  -1.28
C  0.964  5.846  2.695  -0.95
H  -2.568  0.734  -2.733  -0.36
C  4.889  -2.909  -2.333  -1.44
H  -4.530  -0.746  -2.528  0.19
H  -1.538  2.946  2.648  0.45
C  -0.319  3.348  -2.424  2.04
H  2.158  -5.190  0.285  -0.04
H  4.416  3.074  -1.298  0.30
C  -2.617  0.733  5.034  -0.67
C  1.882  -4.116  2.126  -0.60
C  0.682  5.208  1.501  -0.24
H  -5.361  -0.716  -4.860  0.32
C  -4.694  -3.354  -1.022  0.80
H  3.609  3.830  2.830  0.38
H  -4.779  5.201  1.350  0.50
H  4.538  -3.283  -0.276  0.52
H  -2.446  0.386  -4.454  0.13
H  5.780  3.409  -0.222  0.38
C  -1.630  -3.506  -0.859  -1.20
O  0.893  2.462  -2.580  -0.39
O  0.990  -4.187  -1.838  -0.37
C  3.790  -0.735  2.998  0.07
H  -3.164  1.058  5.910  0.39
C  -6.132  -2.900  -1.317  -1.68
O  2.534  0.119  0.472  0.87
O  3.966  1.914  0.988  -0.30
C  -4.721  -4.322  0.174  -1.56
O  -3.905  -2.231  -0.752  -0.15
P  -2.320  -1.908  -1.449  0.55
O  -2.092  -0.641  -0.726  -0.63
H  -4.925  -2.384  -4.444  0.48
H  -5.695  2.221  -0.581  0.43
H  -3.654  4.330  2.388  0.33
O  0.894  -2.147  -0.195  1.33
H  3.915  -0.888  5.112  0.37
H  0.600  -7.047  0.793  0.43
C  5.911  -2.486  2.923  -0.70
C  0.857  1.348  -5.560  -0.43
H  2.323  -3.236  1.672  -0.43
H  1.058  -3.814  2.768  0.15
C  1.901  2.405  0.077  0.00
H  2.099  2.264  -0.992  -0.50
C  3.637  -0.787  0.507  -0.88
H  1.330  -0.792  4.447  0.31
H  -4.307  -3.887  -1.907  0.19
C  0.119  -0.608  -4.258  0.64
C  -0.842  3.769  2.627  -0.44
N  -0.409  -0.540  1.793  1.86
Co  0.046  -0.119  -0.168  0.86
H  1.223  2.365  -5.610  0.57
H  -0.080  -4.966  -4.900  0.45
C  4.281  4.088  2.015  -1.95
H  -0.584  7.310  -2.232  0.25
C  5.404  -1.983  1.754  -1.30
C  -2.619  0.300  2.643  -0.60
H  -5.195  1.848  1.065  0.32
O  -2.877  -1.872  -2.991  -0.47
H  -6.522  -2.362  -0.455  0.31
C  0.637  1.202  -2.991  -1.44
C  -1.727  2.515  0.166  0.00
H  3.158  -4.351  -3.212  0.15
P  0.186  -3.307  -0.765  -0.29
H  -0.436  -2.346  -5.411  0.34
H  -1.879  -4.332  -1.516  0.79
H  -0.690  5.970  -0.204  0.40
C  -4.537  -1.381  -4.608  -2.14
H  -5.062  -3.784  1.055  0.30
H  -3.968  3.683  -2.572  0.27
Ge  -3.455  3.445  -0.053  1.35
C  4.239  -1.162  1.715  1.84
N  0.225  0.216  -2.149  2.19
H  0.604  5.922  4.809  0.37
C  1.361  -5.036  1.025  0.91
C  1.036  -4.112  -3.254  2.28
H  5.912  -2.197  0.830  0.60
O  0.561  2.243  0.359  0.49
H  -2.858  4.948  -2.075  0.25
C  4.314  -1.236  4.163  -1.26
C  -3.264  0.699  3.802  -0.75
H  -3.120  0.230  1.693  0.36
H  -4.577  5.097  -1.714  0.51
H  -0.408  -5.705  -3.318  0.31
C  5.349  -2.163  4.156  -0.94
C  3.866  3.313  0.759  1.07
H  2.638  -4.614  2.730  0.57
C  -0.342  4.238  -3.610  -1.37
C  -0.546  4.393  3.827  -1.27
C  -3.136  0.460  -3.617  -0.79
C  2.306  -4.841  -3.672  -1.63
H  5.314  -3.894  -2.496  0.45
H  -1.014  4.039  4.739  0.46
H  0.049  -1.251  -7.569  0.40
H  0.110  -6.252  2.288  0.33
H  -1.067  -4.107  -3.702  -0.17
C  -1.283  -0.077  2.744  0.52
H  -3.883  1.225  -3.822  0.73
H  1.090  -3.069  -3.575  -0.65
H  -0.797  0.323  6.124  0.42
C  -0.348  5.591  -3.535  -0.70
H  -3.839  -1.414  -5.441  0.44
H  -6.772  -3.756  -1.529  0.41
C  2.662  1.393  0.949  0.58
C  -4.838  2.002  0.051  -1.15
C  -3.746  4.398  -1.785  -1.18
C  -0.234  4.156  1.436  0.54
H  5.737  -2.584  5.073  0.34
H  -4.387  1.076  -0.292  0.07
H  -0.307  3.730  -4.560  0.35
O  -0.566  -1.997  -2.338  -0.44
C  0.650  0.619  -6.702  -1.09
C  0.357  5.439  3.871  -0.90
H  -6.148  -2.230  -2.170  0.33
H  2.205  1.491  1.964  -0.49
C  0.579  0.757  -4.321  0.28
H  5.300  3.827  2.287  0.44
C  4.748  3.659  -0.446  -1.72
N  0.587  -0.634  3.785  0.37
O  2.512  3.614  0.494  0.22
H  1.768  -6.863  2.122  0.40
H  -1.771  1.907  1.063  -1.11
H  2.426  -4.815  -4.752  0.38
H  6.785  -3.129  2.884  0.39
C  0.190  -0.711  -6.641  -1.03
O  0.216  -4.497  0.402  -0.48
H  -5.393  -5.160  -0.016  0.43
H  -1.650  1.789  -0.643  -0.94
H  1.524  -1.339  1.987  -0.31
C  3.986  -1.259  -0.801  0.59
C  -0.656  -0.109  4.014  0.30
C  4.742  -2.042  -3.407  -0.68
C  -3.776  4.786  1.411  -1.56
C  4.491  -2.547  -1.064  -0.06

## Properties
Spin multiplicity ... 2
HOMO energy (alpha / beta) ... -0.027 / -0.027 hartree
Net charge ... -2
Gap between HOMO and LUMO (alpha / beta) ... 4.5 / 4.6 eV
Relative energy (zero: lowest compared OMol25 entry of this formula, charge and spin) ... 0.0 kJ/mol